{
  "formula": "C7H13N3O4S",
  "method": "ωB97M-V/def2-TZVPD",
  "symbols": ["N", "C", "O", "C", "C", "N", "C", "O", "N", "C", "C", "S", "C", "O", "O", "H", "H", "H", "H", "H", "H", "H", "H", "H", "H", "H", "H", "H"],
  "xyz": [[3.529, 1.639, 0.372], [2.780, 0.558, -0.059], [2.545, -0.478, 0.588], [2.252, 0.711, -1.512], [1.112, 1.754, -1.648], [1.569, 3.115, -1.333], [0.020, 1.292, -0.662], [-0.260, 1.975, 0.320], [-0.426, 0.018, -0.801], [-1.021, -0.743, 0.291], [-2.510, -0.289, 0.402], [-3.286, -0.923, 1.949], [-0.871, -2.222, -0.054], [-0.620, -2.598, -1.174], [-1.013, -3.077, 0.960], [3.872, 1.671, 1.358], [3.470, 2.459, -0.170], [2.023, -0.280, -1.876], [3.113, 1.027, -2.130], [0.682, 1.741, -2.645], [1.164, 3.392, -0.443], [1.274, 3.786, -2.016], [-0.211, -0.549, -1.610], [-0.587, -0.521, 1.284], [-2.394, 0.809, 0.564], [-3.092, -0.507, -0.504], [-3.948, -1.934, 1.433], [-1.300, -2.667, 1.806]],
  "atomic_forces_ev_per_a": [[-0.18, -2.18, 1.65], [-0.28, -0.84, 0.48], [0.60, 2.02, -0.82], [1.31, 0.61, 0.05], [-0.24, -0.03, 0.35], [0.09, -0.70, 0.36], [0.36, -0.02, 1.11], [-0.05, -0.27, -0.50], [0.01, -0.08, 0.16], [-0.87, 0.60, -0.31], [0.58, 0.41, 0.73], [0.32, 0.70, -0.14], [0.31, 0.23, -0.09], [-0.21, 0.08, 0.61], [-0.23, -0.23, 0.31], [-0.63, -0.08, -1.50], [-0.02, 1.03, -0.50], [-0.48, -0.20, 0.11], [-0.40, 0.17, 0.20], [0.17, -0.20, -0.32], [-0.05, -0.06, 0.00], [-0.17, 0.14, -0.36], [0.20, 0.08, 0.04], [0.30, 0.00, -0.67], [-0.49, -0.78, -0.28], [0.18, 0.07, 0.42], [-0.29, -0.57, -0.34], [0.17, 0.11, -0.77]],
  "lowdin_charge": [0.161, -0.491, 0.022, -0.071, -0.277, 0.051, -0.429, 0.056, 0.110, -0.286, -0.450, 0.747, -0.485, 0.117, 0.111, 0.135, 0.055, 0.109, 0.124, 0.144, 0.073, 0.072, 0.135, 0.155, 0.075, 0.098, -0.151, 0.090],
  "e_homo_ev": -9.66,
  "homo_lumo_gap_ev": 10.234,
  "smiles": "NC(=O)C[C@H](N)C(=O)N[C@@H](CS)C(=O)O"
}



{
  "formula": "C7H13N3OS2",
  "method": "ωB97M-V/def2-TZVPD",
  "symbols": ["C", "C", "C", "C", "C", "C", "C", "N", "N", "N", "O", "S", "S", "H", "H", "H", "H", "H", "H", "H", "H", "H", "H", "H", "H", "H"],
  "xyz": [[1.228, 1.605, -0.009], [-1.458, 0.978, -0.425], [-1.179, -2.345, -0.616], [-0.020, 0.539, 1.850], [0.032, -2.041, 0.255], [0.776, -0.779, -0.195], [0.294, 0.542, 0.367], [2.223, -0.865, 0.231], [0.908, 2.891, 0.176], [-1.272, 1.147, -1.721], [2.843, -1.791, -0.280], [2.711, 1.148, -0.606], [-2.763, 1.158, 0.483], [-1.686, -3.235, -0.249], [-0.877, -2.529, -1.646], [-1.892, -1.521, -0.605], [-0.041, 1.549, 2.251], [0.735, -0.034, 2.382], [-0.999, 0.096, 2.026], [0.737, -2.873, 0.180], [-0.271, -1.953, 1.297], [0.751, -0.764, -1.294], [0.021, 3.149, 0.580], [1.608, 3.600, 0.044], [-0.372, 0.956, -2.138], [-2.039, 1.371, -2.340]],
  "atomic_forces_ev_per_a": [[1.11, 0.79, -0.67], [3.34, -0.35, 0.82], [0.00, 0.11, 0.13], [0.21, -0.09, -0.04], [0.17, 0.06, -0.07], [-0.13, -0.29, -0.56], [-3.62, 0.07, -0.56], [0.49, -1.99, 1.05], [-0.27, -0.29, 0.24], [0.02, -0.11, -0.35], [-0.66, 0.51, -0.01], [-0.15, 1.52, -0.54], [-0.51, 0.07, 0.16], [-0.09, -0.05, -0.02], [0.01, 0.00, -0.09], [-0.10, -0.08, -0.03], [-0.01, 0.04, 0.07], [0.14, -0.01, 0.09], [0.01, -0.02, 0.02], [-0.03, 0.13, 0.06], [0.04, -0.05, 0.09], [0.09, 0.03, 0.09], [-0.03, -0.01, -0.01], [0.02, 0.00, -0.06], [-0.06, 0.04, 0.04], [0.00, -0.02, 0.14]],
  "lowdin_charge": [-0.749, -0.809, -0.088, -0.081, -0.191, -0.361, -0.359, -0.255, 0.116, 0.091, -0.100, 0.893, 0.709, 0.075, 0.079, 0.041, 0.080, 0.097, 0.037, 0.111, 0.106, 0.128, 0.110, 0.103, 0.103, 0.114],
  "e_homo_ev": [-7.43, -7.42],
  "homo_lumo_gap_ev": [7.227, 7.224]
}



{
  "formula": "C7H13N4",
  "method": "ωB97M-V/def2-TZVPD",
  "symbols": ["H", "N", "C", "C", "N", "N", "C", "C", "C", "C", "N", "C", "H", "H", "H", "H", "H", "H", "H", "H", "H", "H", "H", "H"],
  "xyz": [[-3.384, -1.188, 1.174], [-3.257, -0.757, 0.281], [-2.076, -0.462, 0.023], [-1.908, 0.503, -1.109], [-0.821, 1.166, -1.067], [-0.086, 0.796, 0.129], [-0.325, 1.968, 1.100], [1.399, 0.805, -0.324], [2.000, -0.591, -0.856], [1.451, -1.686, 0.040], [0.016, -1.784, 0.012], [-0.650, -0.653, 0.571], [-2.443, 0.392, -2.020], [-1.406, 2.194, 1.379], [0.170, 1.683, 2.080], [0.126, 2.759, 0.507], [1.956, 1.183, 0.561], [1.406, 1.721, -0.961], [3.107, -0.364, -0.885], [1.731, -0.610, -1.971], [1.903, -2.724, -0.455], [1.733, -1.698, 1.065], [-0.138, -2.007, -0.982], [-0.506, -0.645, 1.708]],
  "atomic_forces_ev_per_a": [[-0.16, -0.97, 0.65], [-0.40, 0.06, 0.53], [0.62, 1.08, -1.00], [2.31, -1.40, 0.15], [-0.86, 0.02, -0.70], [-0.17, -0.49, -0.05], [-0.08, -1.32, 1.17], [0.31, 0.73, 0.99], [-0.47, 3.69, -0.79], [2.21, -3.52, -2.27], [-0.29, 0.60, -1.24], [0.08, 0.56, 1.55], [-1.00, 0.75, -0.42], [1.23, -0.66, -1.04], [-0.13, 0.71, -1.34], [-0.04, 0.51, 0.75], [-0.27, -0.80, -0.23], [0.20, -1.19, -0.27], [-1.09, -0.83, 0.47], [0.01, -0.74, 1.62], [-1.29, 2.42, 1.58], [0.86, 0.45, 0.79], [-1.20, 0.42, 0.61], [-0.39, -0.08, -1.54]],
  "lowdin_charge": [0.081, 0.235, -0.281, -0.009, 0.129, -0.244, 0.034, -0.082, -0.127, -0.232, 0.001, -0.156, 0.135, 0.132, 0.123, 0.097, 0.127, 0.133, 0.136, 0.137, 0.189, 0.110, 0.145, 0.186],
  "e_homo_ev": -14.01,
  "homo_lumo_gap_ev": 9.960,
  "charge": 1,
  "smiles": "[H]/N=C1/C=N[N@+]2(C)CCCN[C@H]12"
}



{
  "formula": "C7H13N4",
  "method": "ωB97M-V/def2-TZVPD",
  "symbols": ["C", "C", "C", "N", "C", "N", "N", "C", "C", "C", "N", "H", "H", "H", "H", "H", "H", "H", "H", "H", "H", "H", "H", "H"],
  "xyz": [[1.999, -0.833, 1.373], [1.290, -1.001, 0.066], [2.170, -0.937, -1.121], [0.060, -0.069, 0.132], [-0.217, 0.938, 0.952], [-1.487, 1.140, 1.197], [-2.251, 0.258, 0.386], [-3.512, 0.721, -0.157], [-1.319, -0.324, -0.544], [-1.702, -1.750, -0.443], [-2.016, -2.805, -0.256], [2.270, 0.134, 1.442], [1.453, -1.144, 2.245], [2.898, -1.481, 1.259], [0.708, -1.951, 0.022], [2.353, -2.044, -1.324], [3.136, -0.523, -0.811], [2.005, -0.280, -2.048], [0.601, 1.523, 1.371], [-1.934, 1.366, 2.107], [-3.338, 1.139, -1.119], [-4.142, -0.119, -0.270], [-3.907, 1.427, 0.487], [-1.342, 0.009, -1.600]],
  "atomic_forces_ev_per_a": [[0.48, -3.75, -0.81], [-3.46, -0.05, 0.46], [1.98, -0.14, -1.76], [-2.46, 1.23, -1.10], [1.81, -0.85, 0.47], [-1.28, 0.56, -0.54], [0.62, 0.31, 1.08], [1.62, -0.62, -0.68], [1.05, -1.97, 0.74], [1.85, 3.54, -1.23], [-1.16, -3.89, 0.57], [1.41, 3.24, 0.51], [-0.39, -0.17, 0.21], [-0.43, 0.62, 0.52], [0.63, 0.39, 0.26], [0.01, 1.66, -0.57], [0.02, -0.20, 0.11], [-0.77, -1.41, 1.31], [-0.47, -0.26, 0.57], [0.90, 0.24, -0.91], [-0.06, 0.73, -0.99], [-0.86, -0.86, 0.07], [-1.06, 1.36, 1.25], [0.03, 0.29, 0.44]],
  "lowdin_charge": [-0.034, -0.361, -0.049, 0.070, -0.046, 0.130, -0.143, 0.009, -0.174, -0.163, 0.217, 0.041, 0.100, 0.125, 0.140, 0.124, 0.080, 0.121, 0.173, 0.209, 0.090, 0.095, 0.079, 0.168],
  "e_homo_ev": -13.36,
  "homo_lumo_gap_ev": 9.416,
  "charge": 1,
  "smiles": "CC(C)N1C=[NH+]N(C)[C@@H]1C#N"
}



{
  "formula": "C7H13N4O",
  "method": "ωB97M-V/def2-TZVPD",
  "symbols": ["N", "C", "N", "C", "N", "C", "C", "O", "C", "C", "N", "C", "H", "H", "H", "H", "H", "H", "H", "H", "H", "H", "H", "H", "H"],
  "xyz": [[2.056, -2.131, -1.866], [1.804, -0.910, -1.331], [0.549, -0.563, -1.202], [0.000, 0.742, -0.631], [-1.030, 0.342, 0.270], [-0.798, -0.394, 1.442], [-2.205, -0.722, 1.998], [-1.950, -1.629, 3.023], [1.173, 1.405, 0.082], [1.410, 2.568, -0.526], [0.586, 2.791, -1.621], [-0.253, 1.856, -1.700], [2.974, -2.286, -2.252], [1.265, -2.750, -2.019], [2.443, -0.138, -1.111], [-0.180, -1.221, -1.381], [-1.835, 0.869, 0.115], [-0.140, -1.302, 1.072], [-0.176, 0.115, 2.114], [-2.745, 0.186, 2.519], [-2.771, -0.991, 1.143], [-2.737, -1.946, 3.573], [1.483, 1.072, 1.002], [2.101, 3.353, -0.379], [-1.023, 1.685, -2.334]],
  "atomic_forces_ev_per_a": [[0.39, 2.10, 1.10], [-3.50, -2.91, -2.08], [0.24, 0.94, 0.19], [1.91, -0.19, 1.80], [0.60, 1.28, -3.21], [0.05, -1.91, -1.02], [0.83, 2.02, 2.36], [-1.39, -1.97, 1.33], [-0.93, 1.26, -1.61], [0.52, -0.81, 0.55], [-1.36, 0.44, -1.62], [1.44, -1.63, 2.48], [-0.09, -0.54, 0.10], [0.63, 0.02, -0.25], [2.37, 1.17, 0.40], [-0.50, -0.51, -0.28], [-1.59, 0.72, 0.40], [-1.67, 0.95, 1.28], [0.65, 0.77, 1.44], [1.23, -1.05, -1.48], [-1.01, -1.06, -0.56], [1.42, 1.01, -1.53], [1.13, -0.72, 1.83], [0.74, 0.41, 0.80], [-2.12, 0.23, -2.43]],
  "lowdin_charge": [0.186, -0.068, 0.144, -0.364, -0.013, -0.189, -0.252, -0.082, -0.013, -0.077, 0.112, -0.015, 0.131, 0.137, 0.129, 0.156, 0.119, 0.160, 0.095, 0.163, 0.097, 0.145, 0.094, 0.112, 0.094],
  "e_homo_ev": -12.81,
  "homo_lumo_gap_ev": 8.845,
  "charge": 1,
  "smiles": "[NH2+]=CN[C@@]1(NCCO)C=CN=C1"
}



{
  "formula": "C7H13N5O",
  "method": "ωB97M-V/def2-TZVPD",
  "symbols": ["C", "N", "C", "C", "N", "C", "C", "N", "C", "N", "N", "O", "C", "H", "H", "H", "H", "H", "H", "H", "H", "H", "H", "H", "H", "H"],
  "xyz": [[-3.187, -0.349, -0.489], [-1.999, 0.151, -0.941], [-1.522, 1.255, -0.147], [-0.970, 0.912, 1.272], [-0.657, -0.551, 1.450], [-0.004, -1.108, 0.231], [1.456, -0.641, 0.061], [2.035, 0.566, -0.132], [3.430, 0.243, -0.195], [4.448, 1.159, -0.411], [3.680, -1.012, -0.061], [2.510, -1.659, 0.228], [-0.865, -0.766, -1.025], [-3.430, -1.598, -0.824], [-3.395, -0.343, 0.795], [-3.982, 0.305, -1.295], [-0.609, 1.538, -0.789], [-2.286, 2.004, -0.073], [-1.753, 1.112, 2.099], [0.030, 1.272, 1.601], [-1.459, -1.067, 1.553], [0.046, -2.150, 0.478], [4.304, 2.098, -0.090], [5.419, 0.772, -0.277], [-1.248, -1.749, -1.323], [0.009, -0.392, -1.696]],
  "atomic_forces_ev_per_a": [[-5.85, -2.81, -0.30], [3.88, -0.67, 0.85], [2.89, 0.82, -0.84], [-0.67, -1.81, 2.02], [2.37, 1.83, -1.11], [-0.04, 1.69, 1.49], [3.55, 0.75, 1.02], [-0.34, -3.23, 0.09], [-1.38, 0.39, 0.20], [0.87, -0.99, -0.14], [0.81, -0.53, 0.65], [-3.07, 2.41, -1.30], [2.04, -1.22, -1.29], [1.00, 3.80, 0.94], [0.21, 0.32, -3.76], [1.19, -1.93, 3.37], [-1.33, 0.70, 1.12], [-0.14, 0.69, -0.17], [1.34, 0.06, -1.28], [-1.04, 1.11, -0.79], [-2.35, -1.42, 0.40], [0.17, -0.75, -0.53], [-0.10, 0.04, 0.07], [-1.83, 0.68, -0.09], [0.12, 0.39, -0.65], [-2.29, -0.32, 0.04]],
  "lowdin_charge": [-0.191, -0.287, -0.192, -0.168, -0.027, -0.230, -0.161, 0.188, -0.459, 0.109, 0.060, -0.028, -0.149, 0.143, 0.137, 0.150, 0.134, 0.103, 0.128, 0.105, 0.042, 0.134, 0.081, 0.125, 0.109, 0.143],
  "e_homo_ev": -8.43,
  "homo_lumo_gap_ev": 9.170,
  "smiles": "CN1CCN[C@H](c2nc(N)no2)C1"
}



What energy relative to the best compared isomer or geometry (same formula, charge and spin) values result from the calculations? In sequence: 0.0; 0.0; 412.5; 423.4; 221.9; 424.0 kJ/mol.
What E values result from the calculations? In sequence: -1138.012184; -1310.287446; -493.191276; -493.187120; -568.451104; -623.372686 Ha.